No. 1
{"formula": "C17H7BiCl5F6N2O7", "method": "ωB97M-V with the def2-TZVPD basis set", "species": ["Bi", "Cl", "C", "C", "Cl", "C", "Cl", "C", "O", "C", "Cl", "C", "Cl", "O", "C", "C", "C", "C", "C", "C", "C", "O", "N", "O", "O", "H", "H", "H", "H", "O", "N", "C", "C", "O", "C", "F", "F", "F", "C", "F", "F", "F", "H", "H", "H"], "positions_angstrom": [[1.414, 0.966, -0.474], [-2.054, 1.442, -7.496], [-1.559, 1.391, -5.867], [-2.348, 1.942, -4.876], [-3.854, 2.655, -5.255], [-1.966, 1.794, -3.539], [-2.943, 2.358, -2.266], [-0.682, 1.253, -3.173], [-0.341, 1.164, -1.961], [0.142, 0.784, -4.244], [1.693, 0.184, -3.819], [-0.292, 0.820, -5.540], [0.683, 0.196, -6.788], [-0.308, 1.623, 0.714], [-0.461, 1.684, 1.963], [0.469, 1.393, 2.980], [0.004, 1.489, 4.312], [0.849, 1.196, 5.334], [2.178, 0.802, 5.098], [2.652, 0.708, 3.819], [1.817, 1.004, 2.720], [2.301, 0.936, 1.519], [0.363, 1.291, 6.719], [1.148, 1.015, 7.599], [-0.789, 1.637, 6.881], [-1.458, 2.001, 2.283], [-1.014, 1.787, 4.524], [2.810, 0.581, 5.947], [3.672, 0.414, 3.618], [-2.495, -0.892, -4.468], [-2.454, -0.472, -3.457], [1.218, -3.209, 0.575], [0.450, -2.178, -0.239], [1.241, -1.052, -0.461], [0.120, -2.770, -1.628], [1.241, -3.148, -2.239], [-0.480, -1.869, -2.442], [-0.691, -3.827, -1.543], [-0.837, -1.792, 0.519], [-1.582, -2.848, 0.833], [-1.602, -0.931, -0.169], [-0.496, -1.177, 1.671], [2.154, -3.426, 0.067], [0.647, -4.128, 0.692], [1.437, -2.793, 1.557]], "orbital_gap_ha": [0.2496, 0.2474], "charge": 1, "homo_ha": [-0.44214, -0.44233], "lumo_ha": [-0.1926, -0.1949], "multiplicity": 1, "mol_weight_da": 851.48, "e_tot_ev": -119801.5175, "de_lowest_kj_mol": 0.0}

=====

No. 2
{"formula": "C35H33I2MnN4O7P2S", "method": "ωB97M-V with the def2-TZVPD basis set", "species": ["Mn", "I", "C", "I", "H", "H", "C", "S", "C", "C", "C", "N", "P", "C", "C", "C", "C", "C", "C", "C", "C", "C", "C", "C", "C", "P", "C", "C", "C", "C", "C", "C", "C", "C", "C", "C", "C", "C", "H", "H", "H", "H", "H", "H", "H", "H", "H", "H", "H", "H", "H", "H", "H", "H", "H", "H", "H", "H", "H", "H", "H", "H", "H", "H", "H", "H", "H", "O", "N", "O", "C", "C", "C", "C", "O", "C", "C", "N", "O", "O", "N", "O", "O", "H", "H"], "positions_angstrom": [[-0.120, 0.406, -0.279], [-0.719, 0.747, 2.562], [1.367, 0.452, 2.901], [2.419, 0.528, 1.044], [1.509, -0.537, 3.321], [1.750, 1.230, 3.549], [0.241, -4.826, -6.447], [-0.873, -5.566, -5.240], [0.034, -5.194, -3.722], [-0.062, -3.733, -3.297], [1.001, -3.391, -2.254], [0.764, -2.128, -1.539], [0.908, -0.533, -2.118], [0.154, -0.417, -3.755], [0.884, -0.563, -4.933], [0.226, -0.587, -6.152], [-1.158, -0.472, -6.197], [-1.887, -0.312, -5.027], [-1.232, -0.278, -3.806], [2.658, -0.170, -2.373], [2.988, 1.086, -2.884], [4.318, 1.452, -3.013], [5.323, 0.572, -2.631], [4.999, -0.674, -2.115], [3.668, -1.044, -1.980], [-0.248, -1.930, -0.173], [-1.738, -2.916, -0.446], [-2.897, -2.296, -0.905], [-4.007, -3.062, -1.235], [-3.962, -4.442, -1.109], [-2.813, -5.064, -0.634], [-1.705, -4.305, -0.297], [0.560, -2.778, 1.211], [-0.187, -3.011, 2.366], [0.420, -3.552, 3.488], [1.772, -3.873, 3.462], [2.517, -3.650, 2.312], [1.915, -3.097, 1.191], [-0.208, -4.976, -7.427], [1.214, -5.317, -6.428], [0.359, -3.755, -6.283], [1.076, -5.507, -3.843], [-0.402, -5.837, -2.955], [-1.054, -3.545, -2.884], [0.041, -3.082, -4.165], [1.989, -3.351, -2.721], [1.048, -4.182, -1.499], [1.963, -0.661, -4.897], [0.791, -0.699, -7.068], [-1.669, -0.499, -7.151], [-2.963, -0.214, -5.067], [-1.794, -0.155, -2.886], [2.207, 1.779, -3.178], [4.571, 2.427, -3.409], [6.361, 0.861, -2.736], [5.781, -1.359, -1.817], [3.417, -2.014, -1.570], [-2.931, -1.219, -0.986], [-4.910, -2.579, -1.584], [-4.828, -5.037, -1.369], [-2.785, -6.140, -0.522], [-0.816, -4.792, 0.085], [-1.246, -2.776, 2.386], [-0.164, -3.734, 4.381], [2.242, -4.304, 4.336], [3.567, -3.908, 2.288], [2.500, -2.910, 0.299], [-4.226, 6.481, -1.392], [-4.790, 5.528, -0.900], [-5.947, 5.498, -0.542], [-4.015, 4.290, -0.758], [-2.697, 4.280, -1.145], [-1.964, 3.112, -1.003], [-2.541, 1.896, -0.538], [-1.984, 0.750, -0.610], [-3.875, 2.024, -0.054], [-4.615, 3.172, -0.194], [-4.474, 0.905, 0.659], [-3.737, 0.227, 1.359], [-5.669, 0.738, 0.553], [-0.573, 3.160, -1.345], [-0.166, 4.004, -2.101], [0.217, 2.378, -0.763], [-2.236, 5.173, -1.543], [-5.639, 3.212, 0.152]], "orbital_gap_ha": [0.2459, 0.2458], "charge": 1, "homo_ha": [-0.38760, -0.38758], "lumo_ha": [-0.1417, -0.1418], "multiplicity": 2, "mol_weight_da": 1024.43, "e_tot_ev": -134045.4833, "de_lowest_kj_mol": 0.0}

=====

No. 3
{"formula": "H16O8", "method": "ωB97M-V with the def2-TZVPD basis set", "species": ["O", "H", "H", "O", "H", "H", "O", "H", "H", "O", "H", "H", "O", "H", "H", "O", "H", "H", "O", "H", "H", "O", "H", "H"], "positions_angstrom": [[0.126, 1.398, -0.127], [0.420, 0.742, 0.503], [-0.844, 1.254, -0.312], [2.815, 2.942, -0.122], [2.517, 3.655, 0.332], [3.702, 2.729, 0.229], [-2.308, 4.909, 0.061], [-2.602, 5.637, 0.663], [-1.591, 4.638, 0.595], [-2.316, -3.464, -0.946], [-1.831, -4.233, -0.838], [-1.606, -2.885, -1.275], [-3.110, -2.243, 2.075], [-3.159, -1.503, 1.384], [-3.519, -1.673, 2.772], [-3.186, -0.393, -1.621], [-4.068, -0.748, -1.740], [-2.525, -1.083, -1.281], [3.591, -1.878, 1.999], [4.199, -1.256, 1.519], [3.843, -1.967, 2.912], [3.819, -1.777, -1.909], [4.386, -1.724, -2.714], [3.245, -1.078, -2.161]], "orbital_gap_ha": 0.4218, "homo_ha": -0.41240, "lumo_ha": 0.0094, "multiplicity": 1, "mol_weight_da": 144.12, "smiles": "O.O.O.O.O.O.O.O", "e_tot_ev": -16638.2085, "de_lowest_kj_mol": 366.8}

=====

No. 4
{"formula": "C3H7N3", "method": "ωB97M-V with the def2-TZVPD basis set", "species": ["N", "C", "C", "N", "C", "N", "H", "H", "H", "H", "H", "H", "H"], "positions_angstrom": [[2.975, 1.389, -0.592], [1.976, 0.808, -0.440], [0.756, 0.082, 0.218], [0.741, -1.347, 0.038], [-0.673, 0.635, -0.182], [-1.780, -0.305, 0.070], [1.013, 0.403, 1.233], [-0.197, -1.724, 0.162], [1.408, -1.852, 0.605], [-0.863, 1.542, 0.398], [-0.638, 0.910, -1.238], [-2.568, 0.154, 0.521], [-2.150, -0.694, -0.793]], "orbital_gap_ha": 0.3801, "homo_ha": -0.35383, "lumo_ha": 0.0263, "multiplicity": 1, "mol_weight_da": 85.11, "smiles": "N#C[C@H](N)CN", "e_tot_ev": -7693.8704, "de_lowest_kj_mol": 78.0}

=====

No. 5
{"formula": "C3H5NO2", "method": "ωB97M-V with the def2-TZVPD basis set", "species": ["O", "C", "N", "C", "C", "O", "H", "H", "H", "H", "H"], "positions_angstrom": [[1.497, -1.089, -0.839], [0.719, -0.220, -0.165], [0.634, -0.213, 1.271], [-0.620, -0.268, 0.429], [-0.761, 1.133, -0.135], [0.583, 1.081, -0.679], [0.827, -1.179, 1.541], [0.997, -1.298, -1.637], [-1.371, -1.033, 0.577], [-0.857, 1.921, 0.609], [-1.491, 1.232, -0.946]], "orbital_gap_ha": 0.3674, "homo_ha": -0.34108, "lumo_ha": 0.0263, "multiplicity": 1, "mol_weight_da": 87.08, "e_tot_ev": -8774.5186, "de_lowest_kj_mol": 306.4}

=====

No. 6
{"formula": "C7H11N", "method": "ωB97M-V with the def2-TZVPD basis set", "species": ["C", "C", "C", "C", "N", "C", "C", "C", "H", "H", "H", "H", "H", "H", "H", "H", "H", "H", "H"], "positions_angstrom": [[1.275, -0.707, -1.389], [0.127, 0.289, -1.505], [-0.004, 1.506, -0.448], [-0.474, 1.234, 1.092], [0.734, 0.491, 1.544], [-0.496, -0.248, 1.594], [-0.507, -1.245, 0.488], [-0.076, -1.036, -0.898], [1.735, -1.330, -2.285], [1.944, -0.718, -0.584], [-0.262, 0.624, -2.537], [0.668, 2.401, -0.351], [-1.006, 1.816, -0.896], [-1.012, 1.926, 1.811], [1.027, 1.024, 2.373], [-1.256, -0.288, 2.407], [-1.640, -1.632, 0.412], [-0.344, -2.418, 0.814], [-0.433, -1.687, -1.644]], "orbital_gap_ha": 0.3662, "homo_ha": -0.32869, "lumo_ha": 0.0375, "multiplicity": 1, "mol_weight_da": 109.17, "smiles": "C1[C@@H]2C[C@@H]3N[C@@H]3C[C@H]12", "e_tot_ev": -8922.3469, "de_lowest_kj_mol": 519.3}

=====

No. 7
{"formula": "C2H3OPS", "method": "ωB97M-V with the def2-TZVPD basis set", "species": ["C", "C", "O", "P", "S", "H", "H", "H"], "positions_angstrom": [[1.520, 0.322, 0.517], [0.193, -0.043, 0.065], [4.230, 1.191, 0.147], [2.984, 0.468, -0.236], [2.804, -1.519, 0.041], [0.112, -0.160, -0.937], [-0.035, -0.916, 0.670], [-0.655, 0.612, 0.340]], "orbital_gap_ha": [0.2620, 0.2544], "homo_ha": [-0.33597, -0.32779], "lumo_ha": [-0.0739, -0.0734], "multiplicity": 1, "mol_weight_da": 106.09, "e_tot_ev": -24290.6662, "de_lowest_kj_mol": 257.6}

=====

No. 8
{"formula": "C16H48BiOP2Si4", "method": "ωB97M-V with the def2-TZVPD basis set", "species": ["Bi", "H", "H", "P", "P", "C", "H", "H", "H", "C", "H", "H", "H", "C", "H", "H", "H", "C", "H", "H", "H", "C", "H", "H", "H", "C", "H", "H", "H", "C", "O", "H", "C", "Si", "C", "C", "Si", "Si", "C", "C", "C", "Si", "C", "C", "C", "H", "H", "H", "H", "H", "H", "H", "H", "H", "H", "H", "H", "H", "H", "H", "H", "H", "H", "H", "H", "H", "H", "H", "H", "H", "H", "H"], "positions_angstrom": [[0.134, -0.685, -0.055], [0.442, 1.628, -1.056], [1.079, 1.497, -0.640], [-0.954, -0.447, -2.728], [1.888, -0.571, 2.132], [1.045, -1.116, 3.659], [1.794, -1.374, 4.422], [0.405, -0.312, 4.052], [0.424, -1.998, 3.444], [3.173, -1.830, 1.776], [3.772, -1.508, 0.913], [3.841, -1.960, 2.638], [2.702, -2.794, 1.539], [2.813, 0.907, 2.662], [2.159, 1.610, 3.194], [3.626, 0.598, 3.336], [3.255, 1.399, 1.785], [-0.228, -1.905, -3.574], [-0.677, -2.020, -4.571], [0.853, -1.748, -3.689], [-0.405, -2.810, -2.980], [-2.747, -0.822, -2.705], [-3.327, 0.045, -2.357], [-3.085, -1.100, -3.715], [-2.927, -1.662, -2.017], [-0.686, 0.843, -4.011], [0.357, 1.189, -3.930], [-0.867, 0.415, -5.010], [-1.364, 1.692, -3.886], [-1.796, 0.270, 0.848], [-2.732, -0.508, 0.943], [0.098, -2.457, -0.112], [-4.584, 0.842, 3.204], [-3.096, 2.001, 3.398], [-3.800, 3.709, 3.763], [-1.976, 1.253, 4.710], [-1.788, 2.228, 1.417], [-3.462, 3.095, -0.049], [-4.445, 4.678, 0.355], [-2.493, 3.523, -1.619], [-4.707, 1.755, -0.504], [-0.080, 4.056, 1.207], [-1.156, 5.601, 1.421], [1.349, 4.245, 2.438], [0.709, 4.258, -0.520], [-5.058, 0.752, 4.193], [-4.279, -0.163, 2.876], [-5.336, 1.239, 2.508], [-4.304, 3.661, 4.741], [-3.029, 4.487, 3.801], [-4.553, 4.001, 3.021], [-1.928, 0.160, 4.588], [-0.962, 1.674, 4.680], [-2.413, 1.454, 5.699], [-3.817, 5.533, 0.628], [-5.002, 4.968, -0.551], [-5.186, 4.527, 1.149], [-1.481, 3.097, -1.645], [-3.046, 3.167, -2.496], [-2.379, 4.609, -1.729], [-4.404, 0.761, -0.155], [-5.685, 1.977, -0.063], [-4.828, 1.740, -1.596], [-1.763, 5.561, 2.336], [-0.466, 6.460, 1.474], [-1.814, 5.761, 0.558], [2.283, 3.796, 2.063], [1.565, 5.315, 2.578], [1.114, 3.826, 3.423], [1.138, 3.354, -0.956], [0.004, 4.678, -1.246], [1.542, 4.973, -0.440]], "orbital_gap_ha": 0.2601, "charge": 1, "homo_ha": -0.36428, "lumo_ha": -0.1042, "multiplicity": 1, "mol_weight_da": 639.83, "e_tot_ev": -75339.5649}